# 1
DFT (wB97M-V/def2-TZVPD) results for a single C7H6N6OS molecule in a non-equilibrium geometry.

Structure (XYZ):
```
21
Properties=species:S:1:pos:R:3:mulliken_charge:R:1
N -4.86930 3.04073 0.48723 -0.394
O 3.77417 -2.14162 -1.14767 -0.673
C -3.78296 2.64988 0.60491 0.125
N 0.32200 1.36203 1.54967 -0.315
N 1.65901 1.13705 1.32439 -0.720
S -2.08646 0.43851 0.78828 -0.238
C 2.77231 -1.57438 -0.75507 0.204
C -0.35344 0.50072 0.84311 0.385
C 1.76036 0.14188 0.51989 0.392
C 1.43823 -1.99198 -1.17812 -0.728
C 0.35453 -1.33595 -0.73880 1.039
N -0.86213 -1.87374 -1.05807 -0.346
N 2.90081 -0.46579 -0.00033 -0.058
N 0.53472 -0.27043 0.14425 0.146
C -2.38161 2.28740 0.74433 -0.322
H 1.40450 -2.83573 -1.88274 0.286
H -0.90508 -2.65156 -1.70188 0.216
H -1.68968 -1.63613 -0.51232 0.078
H 3.81624 -0.22883 0.35091 0.269
H -1.97853 2.68255 1.69575 0.343
H -1.82771 2.76540 -0.07772 0.311
```

The HOMO-LUMO gap comes out at 9.163 eV. As for the structure (SMILES): N#CCSc1nnc2[nH]c(=O)cc(N)n12. As for the HOMO energy: -9.2630 eV. As for the net charge: 0. Its energy relative to the best compared isomer or geometry (same formula, charge and spin) is 0.0953 eV.


# 2
DFT (wB97M-V/def2-TZVPD) results for 2 unconnected molecules or ions with the total composition C7H6NO in a non-equilibrium geometry.

Structure (XYZ):
```
15
Properties=species:S:1:pos:R:3:mulliken_charge:R:1
C -1.05795 1.09702 -0.43471 -0.343
C -1.32806 -0.25895 -0.26827 -0.476
C 0.25451 1.60652 -0.31748 -0.498
C -0.42070 -1.20513 0.18688 -0.318
C 1.22147 0.66936 0.07534 0.099
C 0.96633 -0.69194 0.33041 1.054
C 1.89503 -1.57990 0.85495 -0.733
N 4.50548 -0.28511 0.80170 0.384
O 4.93708 -0.38686 -0.21679 0.119
H -1.83938 1.74845 -0.55627 0.477
H -2.20107 -0.79420 -0.52765 0.380
H 0.64062 2.67386 -0.28745 0.341
H -0.60908 -2.34714 0.19153 0.277
H 2.37699 0.85852 0.19626 -0.020
H 1.59382 -2.62590 1.09885 0.258
```

The HOMO-LUMO gap comes out at 6.270 eV. As for the HOMO energy: -12.8543 eV. As for the net charge: +1. Its energy relative to the best compared isomer or geometry (same formula, charge and spin) is 4.4500 eV.


# 3
DFT (wB97M-V/def2-TZVPD) results for a molecular structure, C7H6NO in a non-equilibrium geometry.

Structure (XYZ):
```
15
Properties=species:S:1:pos:R:3:mulliken_charge:R:1
C 2.20072 1.38550 -0.19007 0.094
C 3.05146 0.37836 -0.13372 0.180
C 1.35928 -1.30855 -0.05605 0.149
C -0.48310 1.65335 -0.04204 -0.457
C 2.86138 -0.94156 -0.05168 -0.610
C -0.83926 0.18135 0.21786 0.088
C 0.94018 1.52024 -0.16503 0.156
N 0.51083 -0.39044 -0.04104 -0.126
O -1.76803 -0.38356 -0.63782 -0.555
H 1.05764 -2.35517 -0.46074 0.382
H -0.85052 2.04593 -0.97641 0.248
H -0.86099 2.24094 0.76643 0.362
H 3.42493 -1.82504 0.23630 0.392
H -1.09409 0.29022 1.32990 0.285
H -2.80058 -0.27163 -0.34618 0.411
```

The HOMO-LUMO gap (spin up / spin down) comes out at 8.671 / 8.674 eV. As for the HOMO energy (spin up / spin down): -14.4883 / -14.4880 eV. As for the net charge: +1. Its energy relative to the best compared isomer or geometry (same formula, charge and spin) is 4.2336 eV.


# 4
DFT (wB97M-V/def2-TZVPD) results for 2 unconnected molecules or ions with the total composition C7H6NO4 in a non-equilibrium geometry.

Structure (XYZ):
```
18
Properties=species:S:1:pos:R:3:mulliken_charge:R:1
C 0.88160 -0.11689 -1.75081 -0.397
C -0.26875 0.69227 -1.77689 -0.405
C 1.50751 -0.69778 -0.65961 0.173
C -1.00116 1.08919 -0.60362 0.116
C -1.24440 1.10453 3.35767 0.759
C 2.21634 -1.85823 -0.93341 -0.983
C -0.75550 0.78861 0.79255 0.259
N -1.45521 -0.14072 0.29479 0.397
O -2.24495 1.39451 2.84734 -0.446
O -0.49689 0.75112 4.19859 -0.495
O -2.23123 -1.17003 0.34906 -0.799
O 0.02209 1.09342 1.78368 -0.815
H 1.37127 -0.55105 -2.62235 0.245
H -0.67577 0.97939 -2.78709 0.244
H 1.39149 -0.46827 0.38256 0.360
H -1.85325 1.83275 -0.84507 0.236
H 2.75460 -2.33302 -0.15136 0.302
H 2.08222 -2.38979 -1.87604 0.250
```

The HOMO-LUMO gap (spin up / spin down) comes out at 7.360 / 7.361 eV. As for the HOMO energy (spin up / spin down): -3.9009 / -3.9019 eV. As for the net charge: -1. Its energy relative to the best compared isomer or geometry (same formula, charge and spin) is 5.1085 eV.


# 5
DFT (wB97M-V/def2-TZVPD) results for a gas-phase ion, C7H6NOS (charge +1) in a non-equilibrium geometry.

Structure (XYZ):
```
16
Properties=species:S:1:pos:R:3:mulliken_charge:R:1
C -1.27461 3.05266 0.38445 0.101
C 2.95852 -0.22391 -0.59241 -0.580
C 1.70393 -0.67875 -0.70324 -0.355
C 3.01340 1.06936 -0.15121 -0.168
C 0.75141 0.29047 -0.44175 0.429
C -1.55531 0.54320 0.27081 0.667
C -2.75929 -0.28327 0.81862 -0.964
N -1.55768 1.91496 0.36866 -0.088
O -0.50887 -0.01366 -0.18190 -0.171
S 1.50501 1.84604 -0.02627 -0.008
H 3.72610 -0.88793 -0.80872 0.453
H 1.49203 -1.65468 -1.22650 0.331
H 3.76447 1.90024 0.05321 0.342
H -2.87721 -0.01493 1.88248 0.347
H -2.67767 -1.38388 0.68552 0.304
H -3.53135 0.16258 0.24217 0.361
```

The HOMO-LUMO gap (spin up / spin down) comes out at 7.085 / 7.089 eV. As for the HOMO energy (spin up / spin down): -13.2571 / -13.2584 eV. As for the net charge: +1. Its energy relative to the best compared isomer or geometry (same formula, charge and spin) is 1.1907 eV.


# 6
DFT (wB97M-V/def2-TZVPD) results for a single C7H6O molecule in a non-equilibrium geometry.

Structure (XYZ):
```
14
Properties=species:S:1:pos:R:3:mulliken_charge:R:1
C 1.31297 1.85402 -0.21758 -0.673
C 0.14567 1.07209 0.15799 -0.391
C 0.08796 -0.46001 -0.07375 1.402
C -1.11539 -0.90743 -0.23270 -0.353
C -2.39045 -0.12589 0.17527 0.048
C 1.36912 -0.97011 -0.12598 -0.639
C 2.23487 -1.87520 0.10926 -0.371
H 2.21130 1.13172 0.07893 0.227
H 1.07621 2.96666 -0.17926 0.314
H -0.86560 1.54316 0.07248 0.029
H -1.22551 -2.08350 -0.29157 0.271
H -2.39045 1.05063 0.48789 0.298
H 3.13287 -2.60092 0.14751 0.352
O -3.58357 -0.59521 -0.10848 -0.513
```

The HOMO-LUMO gap comes out at 8.537 eV. As for the structure (SMILES): C#C/C(C=C)=C/C=O. As for the HOMO energy: -9.4136 eV. As for the net charge: 0. Its energy relative to the best compared isomer or geometry (same formula, charge and spin) is 5.4993 eV.


# 7
DFT (wB97M-V/def2-TZVPD) results for a single C7H6O molecule in a non-equilibrium geometry.

Structure (XYZ):
```
14
Properties=species:S:1:pos:R:3:mulliken_charge:R:1
C 2.05956 0.90534 0.01624 -0.898
C 0.73765 0.42793 0.14004 0.625
C -0.28611 1.27854 0.03170 -0.275
C -1.55413 0.72412 -0.25480 -0.834
C -1.65994 -0.78408 0.00441 -0.146
C -0.66415 -1.63395 0.05958 -0.576
C 0.60932 -1.13651 -0.04566 0.660
H 2.67137 0.06658 -0.25196 0.424
H 2.07907 1.98640 -0.25987 0.311
H -0.15822 2.36879 0.67675 0.219
H -2.23697 1.42028 -0.49374 0.485
H -2.57787 -1.34698 0.01475 0.369
H -0.76821 -2.67230 0.52297 0.271
O 1.74863 -1.60415 -0.16041 -0.635
```

The HOMO-LUMO gap comes out at 7.435 eV. As for the structure (SMILES): C=C1C=CC=CC1=O. As for the HOMO energy: -8.4495 eV. As for the net charge: 0. Its energy relative to the best compared isomer or geometry (same formula, charge and spin) is 3.0688 eV.


# 8
DFT (wB97M-V/def2-TZVPD) results for a molecular structure, C7H6O2 in a non-equilibrium geometry.

Structure (XYZ):
```
15
Properties=species:S:1:pos:R:3:mulliken_charge:R:1
C 0.44046 0.97222 -1.95734 -0.365
C -1.59102 0.07363 -0.53891 -0.179
C -1.51183 0.02772 0.79945 -0.047
C 0.63639 -0.46963 1.84880 -0.005
C 1.63387 -0.90632 1.21698 -0.446
C 1.72322 -0.10020 -0.03809 0.015
C 1.41676 0.53666 -1.03568 0.160
H 0.60629 0.95357 -2.99469 0.333
H 0.13166 1.95696 -1.58354 0.243
H -2.66382 -0.22476 -0.86546 0.221
H -2.75811 -0.13396 1.31809 0.249
H 0.34946 -1.23664 2.81467 0.140
H 2.45935 -1.74498 1.39339 0.289
O -0.66947 -0.10318 -1.83002 -0.333
O -0.20321 0.39890 1.45236 -0.275
```

The HOMO-LUMO gap comes out at 9.648 eV. As for the HOMO energy: -8.9389 eV. As for the net charge: 0. Its energy relative to the best compared isomer or geometry (same formula, charge and spin) is 7.9389 eV.


In the order shown, the computed calculated total energy values come out to -29178.8187 -10879.2613 -10879.4776 -17032.6908 -21717.7455 -9396.7206 -9399.1511 -11442.3056 eV.